Density functional theory data (ωB97M-V/def2-TZVPD) for a 12-piece molecular cluster, C84H196N12O20 overall.

Element x y z (Å)
C (4.69, 6.50, -1.36)
C (6.18, 6.38, -1.60)
C (6.79, 7.81, -1.81)
C (6.83, 5.87, -0.29)
C (6.60, 4.37, 0.09)
C (7.18, 3.64, -1.15)
C (6.49, 3.92, -2.49)
C (7.39, 3.25, -3.57)
C (5.01, 3.37, -2.54)
N (6.57, 5.45, -2.70)
O (6.11, 5.88, -3.91)
H (4.20, 6.86, -2.26)
H (4.28, 5.54, -1.05)
H (4.31, 7.06, -0.51)
H (6.16, 8.50, -2.37)
H (7.03, 8.33, -0.89)
H (7.72, 7.67, -2.36)
H (7.85, 6.21, -0.11)
H (6.26, 6.58, 0.31)
H (7.08, 4.21, 1.06)
H (5.61, 3.97, 0.30)
H (7.10, 2.57, -0.97)
H (8.26, 3.79, -1.21)
H (8.41, 3.50, -3.29)
H (7.13, 3.64, -4.55)
H (7.43, 2.16, -3.55)
H (4.24, 4.14, -2.42)
H (4.83, 2.65, -1.74)
H (4.97, 2.83, -3.49)
H (6.90, 6.12, -4.41)
C (-0.41, -5.25, 2.73)
C (-0.37, -6.02, 1.39)
C (0.23, -5.26, 0.19)
C (0.61, -7.20, 1.72)
C (0.32, -8.48, 0.92)
C (-1.14, -8.91, 1.09)
C (-2.18, -7.75, 0.71)
C (-2.23, -7.74, -0.83)
C (-3.51, -8.10, 1.40)
N (-1.83, -6.41, 1.24)
O (-2.61, -5.46, 0.68)
H (-0.92, -4.29, 2.76)
H (-0.89, -5.79, 3.54)
H (0.66, -5.07, 2.89)
H (0.39, -5.91, -0.67)
H (-0.38, -4.46, -0.23)
H (1.21, -4.83, 0.44)
H (1.66, -6.94, 1.54)
H (0.43, -7.48, 2.75)
H (0.55, -8.51, -0.15)
H (1.04, -9.18, 1.35)
H (-1.11, -9.12, 2.15)
H (-1.20, -9.82, 0.49)
H (-2.06, -8.75, -1.20)
H (-1.40, -7.22, -1.32)
H (-3.12, -7.34, -1.31)
H (-3.82, -9.01, 0.89)
H (-4.29, -7.39, 1.13)
H (-3.51, -8.22, 2.49)
H (-3.07, -5.16, 1.46)
C (4.51, 5.58, 3.00)
C (3.01, 5.72, 3.36)
C (2.10, 5.25, 2.16)
C (2.67, 4.77, 4.55)
C (2.85, 5.30, 5.93)
C (2.33, 6.74, 6.09)
C (2.88, 7.75, 5.02)
C (1.94, 8.92, 5.20)
C (4.41, 8.13, 5.28)
N (2.60, 7.14, 3.67)
O (2.88, 8.05, 2.69)
H (5.09, 5.54, 3.93)
H (4.61, 4.65, 2.45)
H (4.86, 6.38, 2.34)
H (2.53, 5.66, 1.25)
H (2.04, 4.17, 2.05)
H (1.13, 5.74, 2.15)
H (1.66, 4.42, 4.35)
H (3.36, 3.93, 4.45)
H (2.37, 4.64, 6.65)
H (3.91, 5.48, 6.09)
H (2.39, 7.09, 7.12)
H (1.24, 6.73, 6.05)
H (2.29, 9.62, 5.96)
H (0.94, 8.65, 5.55)
H (1.86, 9.52, 4.30)
H (5.22, 7.41, 5.13)
H (4.51, 8.44, 6.32)
H (4.58, 8.94, 4.57)
H (2.01, 8.11, 2.28)
C (0.76, -0.92, 1.67)
C (0.08, -0.38, 0.46)
C (-0.76, -1.50, -0.25)
C (-0.86, 0.68, 1.13)
C (-1.48, 1.79, 0.28)
C (-0.25, 2.37, -0.46)
C (0.47, 1.38, -1.36)
C (-0.32, 1.01, -2.65)
C (1.73, 2.08, -1.85)
N (0.95, 0.23, -0.54)
O (1.85, -0.61, -1.05)
H (0.16, -1.01, 2.57)
H (1.19, -1.90, 1.45)
H (1.56, -0.27, 2.03)
H (-1.29, -1.23, -1.16)
H (-0.15, -2.32, -0.63)
H (-1.35, -2.16, 0.39)
H (-1.74, 0.21, 1.56)
H (-0.24, 1.16, 1.90)
H (-2.32, 1.40, -0.29)
H (-1.87, 2.53, 0.98)
H (0.47, 2.66, 0.31)
H (-0.54, 3.29, -0.97)
H (-0.88, 1.76, -3.21)
H (-1.06, 0.25, -2.42)
H (0.34, 0.61, -3.42)
H (2.33, 2.11, -0.94)
H (1.56, 3.10, -2.19)
H (2.31, 1.56, -2.62)
H (2.67, -0.18, -0.79)
C (-0.78, -0.87, -7.67)
O (0.26, -1.63, -8.19)
C (1.52, -0.93, -8.21)
C (1.99, -0.82, -6.67)
N (3.45, -0.46, -6.52)
C (3.94, 0.89, -6.88)
C (5.46, 1.04, -6.61)
O (6.10, 0.63, -7.82)
C (7.47, 1.08, -7.84)
H (-0.73, 0.15, -8.07)
H (-0.73, -0.59, -6.62)
H (-1.80, -1.25, -7.67)
H (1.56, -0.01, -8.79)
H (2.24, -1.63, -8.64)
H (2.01, -1.72, -6.06)
H (1.46, -0.02, -6.15)
H (4.00, -1.14, -7.01)
H (3.25, 1.55, -6.35)
H (3.79, 1.21, -7.91)
H (5.66, 0.54, -5.67)
H (5.68, 2.11, -6.52)
H (8.07, 0.67, -7.03)
H (7.54, 2.16, -7.77)
H (7.84, 0.95, -8.86)
C (-9.89, -1.65, 6.50)
O (-9.63, -1.07, 5.18)
C (-9.26, 0.32, 5.16)
C (-8.56, 0.54, 3.81)
N (-7.21, 0.04, 3.95)
C (-6.54, 0.02, 2.68)
C (-5.09, -0.53, 2.90)
O (-5.10, -1.71, 3.73)
C (-3.82, -2.31, 3.76)
H (-9.01, -1.74, 7.14)
H (-10.21, -2.69, 6.46)
H (-10.63, -1.01, 6.97)
H (-8.58, 0.57, 5.98)
H (-10.20, 0.83, 5.35)
H (-8.53, 1.62, 3.62)
H (-9.15, -0.05, 3.11)
H (-7.26, -0.88, 4.35)
H (-6.51, 0.95, 2.11)
H (-7.04, -0.72, 2.05)
H (-4.37, 0.16, 3.34)
H (-4.70, -0.74, 1.90)
H (-3.83, -3.05, 4.56)
H (-2.91, -1.73, 3.96)
H (-3.59, -2.79, 2.81)
C (2.11, 5.15, -4.03)
O (0.84, 5.45, -4.63)
C (0.18, 6.55, -4.06)
C (-0.88, 6.32, -2.99)
N (-2.04, 5.58, -3.46)
C (-2.96, 5.17, -2.35)
C (-3.76, 3.90, -2.78)
O (-4.95, 3.94, -3.61)
C (-6.02, 4.65, -3.16)
H (2.40, 4.18, -4.43)
H (2.14, 5.11, -2.95)
H (2.88, 5.75, -4.53)
H (-0.41, 7.04, -4.84)
H (0.87, 7.31, -3.71)
H (-1.29, 7.29, -2.73)
H (-0.50, 5.84, -2.09)
H (-1.60, 4.83, -3.97)
H (-3.49, 6.10, -2.15)
H (-2.29, 4.80, -1.57)
H (-4.09, 3.22, -1.99)
H (-3.05, 3.25, -3.29)
H (-6.68, 5.09, -3.91)
H (-5.85, 5.44, -2.43)
H (-6.60, 3.90, -2.61)
C (-10.67, -0.51, -3.49)
O (-9.44, -0.89, -2.97)
C (-9.21, -0.80, -1.63)
C (-7.93, -1.63, -1.19)
N (-6.60, -1.11, -1.57)
C (-6.15, -1.57, -2.94)
C (-4.88, -0.78, -3.26)
O (-4.36, -1.36, -4.43)
C (-3.40, -0.59, -5.11)
H (-11.47, -0.38, -2.76)
H (-10.96, -1.12, -4.34)
H (-10.57, 0.53, -3.78)
H (-10.13, -1.03, -1.10)
H (-9.13, 0.23, -1.30)
H (-7.98, -2.71, -1.36)
H (-7.82, -1.44, -0.12)
H (-6.71, -0.11, -1.64)
H (-6.98, -1.51, -3.65)
H (-5.83, -2.58, -2.70)
H (-4.23, -1.04, -2.42)
H (-5.13, 0.28, -3.24)
H (-3.30, 0.49, -5.05)
H (-3.35, -1.00, -6.12)
H (-2.39, -0.92, -4.84)
C (4.63, -3.92, -3.28)
O (5.05, -2.67, -2.73)
C (4.31, -1.51, -3.04)
C (4.88, -0.28, -2.36)
N (4.47, 0.06, -0.98)
C (5.07, -0.68, 0.12)
C (5.11, 0.04, 1.46)
O (5.62, 1.45, 1.39)
C (5.71, 1.90, 2.78)
H (5.49, -4.59, -3.26)
H (4.52, -3.55, -4.29)
H (3.72, -4.37, -2.87)
H (3.28, -1.74, -2.77)
H (4.31, -1.27, -4.11)
H (4.61, 0.54, -3.03)
H (5.97, -0.27, -2.45)
H (4.85, 0.96, -0.71)
H (6.07, -1.07, -0.09)
H (4.54, -1.61, 0.32)
H (5.72, -0.56, 2.14)
H (4.13, 0.11, 1.93)
H (4.74, 2.32, 3.04)
H (6.17, 2.89, 2.77)
H (6.12, 1.22, 3.52)
C (6.40, -3.96, 8.02)
O (5.22, -3.71, 7.27)
C (4.46, -4.92, 7.17)
C (4.67, -5.72, 5.90)
N (4.25, -4.91, 4.78)
C (5.23, -5.26, 3.71)
C (4.71, -4.62, 2.42)
O (5.58, -5.10, 1.28)
C (5.22, -4.62, 0.00)
H (7.01, -3.12, 8.33)
H (6.99, -4.71, 7.51)
H (6.05, -4.33, 8.99)
H (3.44, -4.52, 7.21)
H (4.66, -5.54, 8.05)
H (4.09, -6.64, 5.94)
H (5.70, -6.02, 6.10)
H (4.49, -4.03, 5.21)
H (5.18, -6.35, 3.70)
H (6.28, -4.99, 3.89)
H (4.59, -3.56, 2.62)
H (3.70, -4.94, 2.18)
H (4.18, -4.86, -0.19)
H (5.66, -4.91, -0.96)
H (5.20, -3.53, 0.04)
C (-1.00, -3.24, -3.27)
O (-2.32, -3.49, -3.84)
C (-2.96, -4.67, -3.40)
C (-3.91, -5.02, -4.59)
N (-5.16, -4.23, -4.69)
C (-5.96, -4.22, -5.95)
C (-6.77, -5.44, -6.27)
O (-5.96, -6.57, -6.57)
C (-6.62, -7.83, -6.82)
H (-1.14, -3.08, -2.20)
H (-0.74, -2.28, -3.70)
H (-0.25, -4.01, -3.47)
H (-3.42, -4.50, -2.43)
H (-2.21, -5.45, -3.27)
H (-4.06, -6.08, -4.81)
H (-3.23, -4.98, -5.45)
H (-4.87, -3.29, -4.45)
H (-5.29, -4.29, -6.80)
H (-6.57, -3.32, -6.02)
H (-7.37, -5.18, -7.13)
H (-7.58, -5.59, -5.55)
H (-5.90, -8.55, -7.20)
H (-7.36, -7.64, -7.60)
H (-7.06, -8.41, -6.01)
C (-5.42, 3.19, 4.63)
O (-4.88, 2.71, 5.93)
C (-5.05, 1.32, 6.18)
C (-4.55, 1.12, 7.57)
N (-3.20, 0.67, 7.64)
C (-3.08, -0.77, 7.32)
C (-1.81, -1.54, 7.74)
O (-0.88, -1.23, 6.64)
C (0.37, -1.93, 6.68)
H (-4.93, 2.69, 3.80)
H (-5.46, 4.26, 4.39)
H (-6.45, 2.84, 4.76)
H (-4.48, 0.72, 5.48)
H (-6.07, 0.93, 6.15)
H (-5.21, 0.49, 8.17)
H (-4.81, 2.08, 8.02)
H (-2.57, 1.12, 6.99)
H (-3.32, -0.98, 6.28)
H (-3.86, -1.25, 7.90)
H (-2.14, -2.57, 7.77)
H (-1.44, -1.15, 8.69)
H (0.34, -2.85, 7.26)
H (1.11, -1.41, 7.29)
H (0.73, -2.11, 5.67)

Values from the calculation:
Molecular weight   1694.56 g/mol
Relative energy (zero: lowest compared OMol25 entry of this formula, charge and spin)   918.1 kJ/mol
Energy   -149090.6810 eV